1.
110
Properties=species:S:1:pos:R:3:forces:R:3 method="wB97M-V/def2-TZVPD" e_tot_ev=-67556.209 relative_energy_kcal_mol=35.2 charge=-1 multiplicity=2 s2=0.76 orbital_gap_ev="1.910 / 6.722" molar_mass_da=791.0
N -0.875986 3.688902 2.426857 0.84 1.31 -0.35
C 0.438064 4.002172 2.252787 -0.25 -0.44 1.63
C 1.187344 4.756432 3.195837 -1.52 -0.30 -1.69
C 0.494784 5.384502 4.234327 0.42 -0.01 -0.81
C -0.881206 5.234752 4.316537 0.15 -1.22 -0.58
C -1.504646 4.362462 3.380487 0.52 0.60 1.11
H 0.891214 3.528222 1.394637 0.26 -0.03 0.01
H 2.223624 4.953112 2.963837 0.11 -0.05 0.30
H 1.090824 6.055732 4.834807 -0.31 -0.01 0.56
H -1.447436 5.621922 5.150727 -0.13 0.30 -0.17
H -2.574706 4.233442 3.449277 -0.17 -0.24 0.06
N 3.594194 -5.206488 -1.567283 -0.40 0.83 -0.16
C 4.569864 -5.720398 -2.334743 -1.76 0.22 -0.49
C 4.850404 -5.246498 -3.637463 0.61 -0.51 1.40
C 4.273084 -4.064358 -4.017783 -1.11 0.10 0.07
C 3.330874 -3.475858 -3.171983 -1.54 -0.19 0.50
C 2.921364 -4.094868 -1.980963 2.32 -1.41 -0.95
H 4.816344 -6.692538 -1.933993 1.02 -0.09 -0.34
H 5.515074 -5.773598 -4.305873 0.09 -0.14 0.07
H 4.323364 -3.728688 -5.043063 0.39 0.32 0.05
H 2.710664 -2.668178 -3.531713 0.27 0.35 -0.09
H 2.059274 -3.851318 -1.377723 0.08 0.52 -0.05
N 1.991124 -0.654328 -5.891003 0.91 -0.23 -1.63
C 2.632094 -1.238698 -6.959363 0.48 0.74 1.22
C 4.007674 -1.528538 -6.960053 -0.99 0.70 -0.23
C 4.798734 -1.036278 -5.929833 -0.12 -0.40 -0.37
C 4.184264 -0.300608 -4.942143 0.21 -0.94 0.81
C 2.800324 -0.211148 -4.934623 0.17 0.39 -0.06
H 2.064174 -1.306898 -7.875443 -0.35 -0.65 0.10
H 4.482504 -2.026888 -7.792273 -0.18 -0.10 -0.17
H 5.853144 -1.266918 -5.967543 0.15 0.23 0.41
H 4.713744 -0.034268 -4.039303 0.29 0.47 -0.05
H 2.375794 0.356482 -4.119773 -0.47 -0.20 0.21
N 0.767394 0.494432 1.031037 -1.93 -0.65 -0.09
C 1.304364 -0.133968 -0.030803 -0.83 1.35 -0.85
C 0.576424 -0.402428 -1.200513 -1.03 -0.84 1.15
C -0.814346 -0.207388 -1.181873 1.08 0.22 -0.55
C -1.432036 0.243182 -0.030353 0.72 -0.06 0.52
C -0.619756 0.589862 1.050567 1.58 -0.51 -0.76
H 2.370254 -0.280618 -0.124403 0.33 -0.10 0.68
H 1.061254 -0.991318 -1.965073 0.06 0.44 -0.44
H -1.389226 -0.320508 -2.089133 -0.09 -0.38 -0.09
H -2.510106 0.258002 0.032447 -0.11 0.35 0.08
H -1.098506 0.931142 1.956517 0.33 0.29 0.19
N 5.205864 -1.271518 -0.989573 0.82 -0.15 -0.42
C 5.678784 0.020702 -0.910973 -2.37 0.20 0.50
C 6.647204 0.584382 -1.646893 -0.10 0.31 0.58
C 7.390194 -0.233938 -2.472013 2.02 0.72 -1.39
C 7.122374 -1.608818 -2.511943 -1.56 -0.71 1.04
C 6.022494 -2.046938 -1.768123 0.35 -0.06 -0.13
H 5.027004 0.682172 -0.359573 -0.07 0.19 0.54
H 6.809834 1.643392 -1.511113 0.30 0.13 -0.18
H 8.299814 0.194722 -2.866013 0.20 -0.20 -0.45
H 7.721334 -2.320298 -3.060983 0.06 -0.04 -0.07
H 5.749124 -3.091378 -1.739663 0.11 -0.32 -0.25
N -1.298576 1.894102 6.025247 -1.55 -2.21 -2.72
C -1.000266 2.278072 7.228617 -0.06 0.05 0.59
C -0.553236 1.429272 8.186327 0.42 -1.64 1.13
C -0.403776 0.059222 7.917767 -0.53 0.63 -0.38
C -0.716766 -0.402538 6.632737 -1.82 1.50 -0.17
C -1.293626 0.539872 5.715507 2.59 1.13 2.32
H -1.217756 3.267582 7.602727 0.10 0.63 -0.79
H -0.444936 1.870332 9.166197 0.31 -0.40 0.28
H -0.211146 -0.631288 8.725537 0.41 -0.07 -0.05
H -0.787106 -1.454978 6.400747 0.38 -0.07 -0.05
H -1.522656 0.185802 4.721227 -0.35 0.46 -0.16
N -4.863066 2.706142 0.708297 -1.71 0.26 0.71
C -6.247706 2.688972 0.558347 1.35 -0.50 -0.01
C -7.130346 2.160662 1.469447 0.20 0.34 1.21
C -6.652026 1.870482 2.766307 0.86 -1.35 -1.03
C -5.286906 1.815732 2.947947 0.57 1.65 -1.08
C -4.404186 2.291682 1.884557 -1.80 -0.77 1.17
H -6.676086 3.098112 -0.344703 0.49 -0.15 -0.41
H -8.171826 2.013832 1.224187 -0.10 0.35 -0.05
H -7.222816 1.457572 3.584917 -0.63 0.26 -0.15
H -4.967856 1.573532 3.950917 0.67 -0.10 -0.13
H -3.342866 2.328962 2.081047 0.27 -0.04 -0.30
N 2.353124 -2.483958 3.425117 0.69 -0.15 1.46
C 1.580374 -1.407458 3.526497 0.76 0.06 -1.06
C 1.804124 -0.407368 4.459127 -1.59 0.74 -0.16
C 2.686044 -0.543678 5.482987 1.94 -0.73 0.41
C 3.454194 -1.707778 5.514497 -0.77 -1.03 -2.14
C 3.261604 -2.604808 4.407227 -0.40 0.21 1.81
H 0.914754 -1.338568 2.678797 -0.46 0.52 0.34
H 1.214944 0.497142 4.492897 -0.20 0.04 -0.56
H 2.899054 0.284742 6.142347 -0.30 -0.02 0.33
H 4.165924 -2.019298 6.264697 0.04 0.38 0.12
H 3.764504 -3.556318 4.497417 0.39 -0.08 -0.53
N -6.220676 -1.993058 -3.473963 1.20 0.81 0.22
C -4.852096 -1.827898 -3.304923 -2.04 -0.43 1.87
C -4.271646 -1.774888 -2.009573 0.42 0.17 -3.23
C -5.063246 -1.917248 -0.923053 -0.37 -0.08 1.17
C -6.424416 -2.027128 -1.066633 -1.17 0.84 -1.50
C -7.005236 -1.979518 -2.386133 2.43 -0.51 1.72
H -4.242456 -1.711098 -4.188713 -0.13 -0.13 -0.14
H -3.212676 -1.569298 -1.957433 0.07 -0.18 0.23
H -4.617726 -1.883778 0.060207 -0.04 0.00 0.18
H -7.034896 -1.931598 -0.180853 -0.28 -0.36 -0.03
H -8.082356 -1.952798 -2.460253 -0.07 -0.15 -0.48
N -5.084506 1.737322 -2.858593 -0.17 -1.86 -0.76
C -3.759156 1.964302 -2.658153 -1.53 0.39 -1.94
C -2.860386 1.946992 -3.746993 0.07 0.12 1.10
C -3.269896 1.595692 -5.018243 -0.31 0.38 1.13
C -4.610046 1.276842 -5.173873 -0.56 -1.16 0.21
C -5.500756 1.210052 -4.066133 2.77 2.80 -0.13
H -3.534456 2.333352 -1.668353 0.34 -0.04 0.08
H -1.843666 2.293392 -3.634343 0.17 -0.18 0.37
H -2.499446 1.644892 -5.773483 -0.43 -0.14 -0.51
H -4.951126 0.988772 -6.157273 -0.27 -0.08 -0.07
H -6.541986 1.039302 -4.296533 -0.15 -0.21 0.64

---

2.
91
Properties=species:S:1:pos:R:3:forces:R:3 method="wB97M-V/def2-TZVPD" e_tot_ev=-299599.529 relative_energy_kcal_mol=35.6 charge=+1 orbital_gap_ev=6.138 molar_mass_da=903.4
Ni 0.090166 1.196034 -0.668598 0.06 0.10 -0.33
C 3.675239 2.415009 -0.932790 0.00 0.01 -0.02
As 2.424782 1.034176 -0.351543 -0.05 -0.05 -0.04
C 3.248077 -0.492136 -1.197961 0.06 0.04 -0.01
C 3.003699 0.949919 1.517492 0.03 -0.03 0.09
C 2.330279 -0.001423 2.540026 0.00 -0.02 -0.02
C 3.350219 -0.152313 3.678925 0.01 -0.01 0.02
C 1.069504 0.628940 3.147503 -0.02 0.05 0.00
As -0.272142 1.363329 1.907279 -0.02 -0.09 0.15
C -0.193966 3.232612 2.466903 -0.03 0.01 -0.03
C -1.958503 0.882574 2.757905 0.02 0.05 0.06
C 2.053879 -1.359458 1.876410 -0.07 0.04 -0.06
As 1.304630 -2.988825 2.742041 0.06 -0.06 0.08
C 1.809849 -2.916139 4.638317 -0.07 0.01 0.00
C -0.574119 -2.457913 3.002109 0.03 0.03 -0.08
H 4.672435 1.976590 -0.944692 0.00 0.01 0.00
H 3.684605 3.260486 -0.246410 0.00 0.01 0.00
H 3.428740 2.756676 -1.937795 0.01 0.00 0.02
H 4.290505 -0.543409 -0.880849 -0.02 0.00 0.00
H 3.196337 -0.359770 -2.278091 -0.01 0.00 0.01
H 2.712707 -1.396089 -0.936479 -0.03 -0.06 0.03
H 2.964010 1.980054 1.890022 0.00 -0.01 0.01
H 4.065108 0.693248 1.443969 -0.01 0.00 0.00
H 3.708816 0.828351 3.999704 0.00 0.00 0.00
H 4.212070 -0.735550 3.348079 0.01 0.00 0.00
H 2.917790 -0.645655 4.546713 0.02 0.03 -0.05
H 1.360928 1.463873 3.791505 0.00 0.00 0.00
H 0.572141 -0.101955 3.783082 -0.02 -0.01 0.01
H -0.359540 3.311141 3.541081 0.00 0.00 0.00
H -0.959449 3.807720 1.944481 0.00 0.01 0.01
H 0.782975 3.652793 2.226606 0.01 0.00 0.00
H -1.891164 1.013406 3.838144 -0.01 0.00 0.00
H -2.229284 -0.146115 2.530216 0.00 -0.01 -0.01
H -2.735641 1.538987 2.364856 0.00 -0.01 0.00
H 2.995156 -1.714884 1.446485 0.00 -0.03 0.00
H 1.371228 -1.242298 1.022201 0.04 0.06 0.02
H 2.886132 -3.008997 4.767437 0.01 0.01 -0.03
H 1.338924 -3.786550 5.096158 0.01 0.01 0.03
H 1.450066 -2.021509 5.145923 0.00 -0.03 0.01
H -0.958451 -2.007764 2.085474 0.01 -0.03 0.04
H -0.705922 -1.760374 3.825241 -0.03 0.05 0.06
H -1.163714 -3.349434 3.214442 0.03 -0.02 -0.02
C -4.361749 -1.611213 0.696248 -0.02 0.01 0.00
C -4.852911 -0.286487 0.305021 -0.01 -0.01 0.01
C -4.134249 0.552745 -0.436142 0.00 0.05 -0.03
C -2.785746 0.149049 -0.940618 0.02 0.06 -0.01
C -2.166791 -1.143950 -0.354319 0.00 -0.02 0.00
C -3.134720 -2.012392 0.381116 0.02 -0.02 -0.02
N -1.812911 1.273294 -0.955274 -0.08 0.01 0.05
N -2.335247 2.382919 -1.152613 0.00 -0.04 0.04
C -1.417872 3.442548 -1.162226 -0.02 -0.01 0.00
C -1.892445 4.723794 -1.378565 0.01 0.01 0.00
C -0.990037 5.770535 -1.328282 0.01 0.00 -0.01
C 0.339559 5.488267 -1.052626 -0.01 0.02 0.00
C 0.725090 4.176342 -0.846775 0.04 -0.04 -0.01
N -0.132871 3.153939 -0.907489 0.03 -0.05 0.07
H -5.022420 -2.263166 1.251985 -0.01 0.01 0.01
H -5.844837 0.005673 0.625797 -0.01 0.00 0.00
H -4.528123 1.512799 -0.736916 -0.01 -0.02 0.00
H -1.286375 -0.958195 0.264398 0.00 -0.01 -0.01
H -2.782933 -2.992647 0.680923 0.01 0.01 -0.02
H -2.945044 4.867393 -1.573376 0.00 0.00 0.00
H -1.316541 6.787192 -1.496991 0.00 0.01 0.00
H 1.080112 6.272939 -0.996432 0.00 0.00 0.00
H 1.753423 3.932083 -0.631801 -0.03 0.00 0.00
O 0.365724 -0.587983 -1.067991 0.02 0.00 0.12
C -0.209282 -1.416626 -2.032225 -0.04 0.00 0.00
C 0.493022 -2.752347 -1.821761 -0.10 -0.04 -0.14
C 0.431822 -3.518546 -0.694922 0.06 -0.01 -0.02
C 1.298352 -4.642422 -0.738145 0.06 0.04 0.04
C 2.007054 -4.698354 -1.898970 -0.12 -0.07 -0.05
S 1.587637 -3.425694 -2.959368 0.13 0.12 0.06
C -1.749710 -1.586400 -1.791769 0.00 0.00 -0.01
C -2.675448 -0.475596 -2.374138 0.02 -0.04 0.01
C -3.912569 -1.140628 -2.888035 0.00 -0.01 0.01
C -3.849432 -2.465070 -2.941333 0.02 0.01 -0.03
S -2.357120 -3.199736 -2.383115 0.01 0.00 0.05
C 0.019509 -0.887166 -3.439387 -0.11 0.10 0.01
C 0.712260 0.237753 -3.778833 0.03 -0.02 0.00
C 0.720949 0.495131 -5.178310 0.09 -0.06 0.00
C 0.033086 -0.446919 -5.874498 -0.13 0.10 0.02
S -0.671695 -1.613676 -4.841775 0.17 -0.14 -0.02
H -0.201605 -3.284884 0.148657 -0.04 0.03 0.04
H 1.397774 -5.359206 0.063073 0.00 0.00 0.01
H 2.727253 -5.440891 -2.200711 -0.01 -0.02 -0.02
H -2.239977 0.199963 -3.114495 0.00 0.01 -0.01
H -4.762124 -0.571388 -3.239306 0.00 0.00 0.00
H -4.623541 -3.111445 -3.330017 -0.01 0.00 0.00
H 1.203665 0.863744 -3.046643 0.00 -0.03 -0.03
H 1.235274 1.324372 -5.641402 0.01 0.00 0.00
H -0.104370 -0.516809 -6.941119 -0.03 0.02 -0.01

---

3.
41
Properties=species:S:1:pos:R:3:forces:R:3 method="wB97M-V/def2-TZVPD" e_tot_ev=-26448.096 charge=+1 orbital_gap_ev=5.502 molar_mass_da=271.1
Li -1.021001 -1.809959 0.258896 0.97 0.40 -0.68
Li -0.062521 0.390411 -2.183954 0.09 -1.00 -1.90
Li -3.161071 0.762541 -0.706114 0.97 -0.07 0.34
O -1.399741 -0.172659 -0.936894 -0.06 0.52 1.15
H -0.608551 0.111051 -0.438834 -0.75 -0.07 0.32
O 0.156999 -1.021899 -3.748424 0.03 1.35 1.73
H 0.527279 -1.255589 -2.875034 0.07 -0.78 -0.61
O -2.675201 -1.774699 -2.759404 -0.62 -0.38 0.04
H -3.537291 -1.698789 -2.350424 -0.47 -0.21 -0.03
H -2.182581 -1.026769 -2.421524 0.93 0.05 -0.21
O 1.760809 0.827181 -1.575694 -0.36 0.36 0.33
H 2.032699 1.671301 -1.215464 0.07 0.36 0.02
H 2.560859 0.301771 -1.586054 0.05 -0.38 -0.47
C 1.319129 -0.211059 1.828026 -2.60 1.04 2.17
O 0.326469 -0.879259 1.616596 -2.92 -0.73 0.68
N 2.316749 -0.354279 1.090506 5.45 -1.37 -4.08
N 1.513899 0.729221 2.744236 -1.10 1.21 1.91
H 2.121879 -1.005709 0.343666 0.48 0.37 -0.69
H 3.102439 0.277901 1.146586 0.03 -0.58 -0.46
H 0.737609 0.988751 3.335936 0.50 0.09 0.08
H 2.394329 1.223891 2.759536 -0.50 0.03 0.42
C 1.556029 -3.427699 -0.633084 -1.94 0.66 0.85
O 0.829069 -2.433909 -0.740204 -0.47 1.28 -0.67
N 1.386179 -4.521279 -1.329064 -0.30 -1.12 -1.32
N 2.390689 -3.498639 0.378116 1.72 -0.36 0.91
H 0.703859 -4.436429 -2.068884 0.20 -0.52 -0.16
H 1.951309 -5.336919 -1.140734 -0.32 0.09 -0.62
H 2.675219 -4.437809 0.617096 0.64 0.72 0.74
H 2.494249 -2.636359 0.893706 0.30 -1.01 0.63
C -1.306971 2.857611 2.205276 0.28 0.63 -1.44
C -2.125261 3.160751 0.883736 1.29 -0.67 1.13
C -1.278291 2.978611 -0.337924 1.54 0.11 -0.06
O -3.106131 2.164601 0.840296 -1.72 -0.79 -0.23
H -0.391001 3.429141 2.055486 0.09 0.24 0.85
H -1.003041 1.812771 2.268806 -0.21 -0.16 -0.62
H -1.822481 3.035601 3.149036 -0.05 0.66 -0.19
H -2.626431 4.128141 0.916676 0.26 0.20 0.01
H -0.582751 3.813101 -0.427084 -0.20 0.20 -0.31
H -1.762241 2.784321 -1.295084 -0.50 0.55 0.11
H -0.629731 2.111651 -0.212064 -0.02 -0.09 0.32
H -3.575451 2.379381 1.649746 -0.88 -0.82 0.01

---

The records above give, respectively, max |F| values of 3.94; 0.35; 6.95 eV/Å.